{"formula": "C10H32O11", "method": "wB97M-V/def2-TZVPD", "elements": ["O", "H", "H", "C", "C", "O", "O", "H", "H", "H", "H", "H", "H", "C", "C", "O", "O", "H", "H", "H", "H", "H", "H", "C", "C", "O", "O", "H", "H", "H", "H", "H", "H", "C", "C", "O", "O", "H", "H", "H", "H", "H", "H", "C", "C", "O", "O", "H", "H", "H", "H", "H", "H"], "xyz": [[-15.611554, 9.322567, -11.660808], [-16.523711, 9.211905, -11.929048], [-15.632025, 10.044580, -11.032702], [-16.389791, 11.208187, -13.459865], [-15.867475, 12.377412, -14.333606], [-16.328899, 13.632820, -13.935000], [-17.580029, 10.706889, -14.067273], [-16.542309, 11.536871, -12.431854], [-15.700367, 10.364354, -13.432544], [-16.129292, 12.286015, -15.387748], [-14.786837, 12.512795, -14.288943], [-16.356172, 14.222825, -14.691804], [-17.758305, 9.821980, -13.740547], [-14.315643, 8.303051, -9.774417], [-12.926035, 8.303867, -9.058029], [-13.165664, 8.827451, -7.745480], [-14.135885, 8.001143, -11.124128], [-14.805856, 9.266095, -9.631829], [-14.910022, 7.475493, -9.387158], [-12.313294, 9.044068, -9.572565], [-12.304703, 7.408954, -9.023654], [-12.350160, 9.245853, -7.460009], [-14.860147, 8.384082, -11.624525], [-12.007249, 10.395041, -12.328587], [-13.478390, 10.230879, -11.874083], [-14.184829, 9.399792, -12.784406], [-11.400432, 11.417170, -11.583259], [-11.939313, 10.649086, -13.386390], [-11.439313, 9.477738, -12.173341], [-14.063485, 11.144823, -11.771788], [-13.467788, 9.725782, -10.908232], [-14.969584, 9.160062, -12.286125], [-11.489283, 12.224133, -12.095635], [-18.617814, 10.206173, -11.857345], [-19.955013, 9.928262, -12.690246], [-20.443785, 8.688928, -12.715179], [-17.565990, 9.508304, -12.484327], [-18.739022, 9.898133, -10.818828], [-18.308567, 11.251281, -11.842517], [-19.759703, 10.161214, -13.737003], [-20.764753, 10.564608, -12.333188], [-20.917057, 8.604978, -11.884176], [-17.545531, 8.609690, -12.147175], [-15.906904, 10.958174, -7.859792], [-16.730495, 10.324362, -9.004015], [-16.363747, 10.570494, -10.319810], [-15.831797, 12.410059, -7.831695], [-14.921405, 10.492593, -7.849280], [-16.341391, 10.648421, -6.909324], [-17.809285, 10.479489, -8.988332], [-16.680424, 9.243740, -8.870386], [-16.218521, 11.512217, -10.436691], [-15.737325, 12.599308, -8.768099]], "atomic_forces_ev_per_a": [[-14.164, -1.476, 8.285], [1.618, 1.160, 0.722], [1.451, 0.100, 0.399], [0.124, 0.345, -2.719], [0.855, -0.377, -0.215], [-1.336, 1.281, 1.105], [-0.210, 4.065, -3.806], [-0.135, 0.593, -0.037], [0.586, 1.063, -0.402], [-0.079, -0.904, 0.047], [0.408, -1.011, 0.095], [-0.028, -0.083, 0.074], [0.453, 0.665, -1.936], [1.357, -2.520, 0.008], [-0.638, 1.553, -0.288], [0.000, -0.214, 0.271], [3.889, -5.274, 3.377], [0.567, -0.355, 0.455], [-0.462, 0.224, 0.940], [0.117, -0.013, -0.331], [-0.728, -0.509, -0.142], [-0.018, 0.001, 0.179], [1.220, -3.692, 2.507], [-1.252, 0.237, -0.140], [0.613, -1.321, -2.014], [12.781, 3.396, -9.502], [0.709, 0.745, 0.553], [-0.281, -0.252, -0.181], [-0.263, -0.131, 0.090], [0.489, 1.075, -0.078], [0.438, 0.991, -0.342], [3.735, 0.199, -6.917], [0.047, 0.085, 0.207], [-2.710, 0.052, -0.272], [1.410, 3.624, -0.267], [-0.539, -3.374, 1.077], [-4.258, -4.576, 3.505], [-0.006, -0.316, -0.016], [-0.536, -0.072, -0.276], [0.203, 0.568, 0.201], [0.331, 0.853, 0.099], [-0.254, -0.790, -0.021], [-1.854, -1.386, -0.076], [-0.198, 0.090, 0.157], [-1.288, -0.851, 2.205], [-2.104, 5.685, 3.942], [-0.392, -1.609, -0.754], [0.280, 0.258, -0.267], [-0.323, 0.033, -0.118], [-0.106, 0.723, 0.648], [0.383, -0.087, 0.043], [-0.227, 0.613, -0.116], [0.324, 0.913, 0.041]], "mulliken_charge": [-0.57, 0.49, -0.55, 0.52, -0.88, -0.58, -0.78, -0.36, 0.53, 0.39, 0.24, 0.33, 0.52, -0.70, -0.27, -0.57, -0.75, 0.16, 0.65, 0.05, 0.34, 0.33, 0.06, -1.04, 1.50, -0.88, -0.56, 0.40, 0.33, 0.00, -0.88, 1.33, 0.32, 0.07, -0.87, -0.51, -0.63, 0.27, 0.31, 0.35, 0.49, 0.35, 0.56, -0.21, -0.65, 0.08, -0.56, 0.13, 0.44, 0.25, 0.46, 0.11, 0.42], "lumo_ev": -0.08, "relative_energy_kcal_mol": 382.21, "gap_ev": 7.74, "energy_ev": -33392.58268}